DFT (ωB97M-V with the def2-TZVPD basis set) results for a molecular structure, C32H30Cl2F2N4O4STa in a non-equilibrium geometry.

```
76
Properties=species:S:1:pos:R:3:lowdin_charge:R:1
Ta -0.50 -0.09 -0.39 1.61
F -2.54 1.81 4.40 0.09
C -1.86 2.07 3.27 -0.26
C -1.43 1.01 2.49 -0.04
C -0.73 1.26 1.32 -0.20
C -0.40 2.60 0.99 -0.14
C -0.92 3.63 1.78 -0.22
F -0.72 4.92 1.45 0.08
C -1.65 3.39 2.92 0.08
C 0.56 2.80 -0.11 -0.21
C 1.15 4.03 -0.43 0.02
C 2.19 4.06 -1.34 -0.02
C 2.65 2.87 -1.88 -0.02
C 2.01 1.70 -1.55 -0.12
N 0.96 1.66 -0.70 0.00
H -1.67 0.00 2.81 0.12
H -2.02 4.20 3.52 0.14
H 0.81 4.93 0.03 0.12
H 2.66 5.00 -1.59 0.12
H 3.49 2.84 -2.56 0.12
H 2.35 0.76 -1.93 0.08
Cl -2.59 0.76 -1.59 0.50
C -3.97 0.57 -2.49 -0.10
Cl -1.63 -2.24 -1.05 0.20
H -3.98 0.84 -3.55 0.06
H -4.94 0.16 -2.24 0.07
C 2.65 0.75 2.28 -0.04
C 1.75 -0.29 2.90 -0.23
C 1.72 -0.39 4.28 -0.04
C 0.93 -1.34 4.91 -0.06
C 0.18 -2.21 4.14 -0.05
C 0.18 -2.14 2.75 -0.23
C -0.70 -3.10 2.00 -0.08
C 0.97 -1.16 2.14 -0.31
N 0.97 -0.99 0.70 -0.51
H 2.57 1.70 2.82 0.09
H 2.41 0.94 1.24 0.03
H 3.70 0.44 2.34 0.09
H 2.31 0.29 4.88 0.12
H 0.90 -1.40 5.99 0.11
H -0.44 -2.96 4.62 0.12
H -1.69 -2.67 1.81 0.06
H -0.86 -4.00 2.60 0.09
H -0.31 -3.38 1.03 0.00
S 2.41 -1.42 -0.12 1.05
C 2.01 -2.88 -1.05 -0.56
N 1.70 -3.99 -0.41 0.06
C 1.43 -5.25 -1.12 -0.13
C 2.24 -5.27 -2.40 -0.14
C 1.95 -4.01 -3.21 -0.12
N 2.14 -2.84 -2.35 0.07
H 1.69 -3.96 0.59 0.14
H 0.35 -5.32 -1.32 0.13
H 1.71 -6.07 -0.46 0.13
H 1.99 -6.15 -2.99 0.13
H 3.30 -5.31 -2.16 0.13
H 0.92 -4.01 -3.57 0.14
H 2.61 -3.92 -4.06 0.14
H 2.19 -1.92 -2.78 0.12
O 1.36 -0.04 -4.38 0.11
C 0.60 0.14 -3.47 -0.55
O 0.68 -0.54 -2.31 -0.32
C -0.55 1.18 -3.43 -0.08
C -0.72 2.63 -3.24 0.02
C -1.64 3.20 -2.19 -0.04
C -2.45 2.31 -1.45 -0.19
O -3.53 3.39 0.02 -0.02
C -4.52 2.94 0.55 -0.05
O -3.57 -0.04 0.91 0.11
C -3.12 0.31 -0.12 -0.52
C -1.46 0.71 -2.60 -0.37
H -0.09 3.33 -3.78 0.10
H -1.70 4.27 -2.06 0.11
H -5.28 2.41 -0.03 0.11
H -4.68 3.08 1.63 0.10
H -2.45 -0.54 -1.64 -0.08
```

Summary:
* net charge: +1
* frontier orbital gap (alpha / beta): 6.171 / 5.790 eV
* LUMO level (alpha / beta): -0.1367 / -0.1409 hartree
* energy above the lowest of the compared OMol25 structures with the same formula, charge and spin: 25.5850 eV

=====

DFT (ωB97M-V with the def2-TZVPD basis set) results for 5 unconnected molecules or ions with the total composition C40H47BBrF7NO5S in a non-equilibrium geometry.

```
103
Properties=species:S:1:pos:R:3:lowdin_charge:R:1
C 6.27 -1.58 -2.64 -0.16
C 6.16 -0.53 -1.53 -0.55
S 5.79 -1.16 0.13 0.81
C 4.01 -0.82 0.22 -0.37
B 2.91 -1.92 -0.31 -0.78
C 3.41 -3.47 -0.41 -0.09
C 3.71 -3.97 -1.83 -0.20
C 3.62 -5.49 -2.08 -0.17
C 2.44 -5.92 -2.97 -0.19
N 1.25 -6.38 -2.25 0.06
C 0.05 -6.36 -2.95 -0.52
C -1.17 -6.76 -2.16 -0.01
O 0.00 -6.12 -4.17 0.02
O 1.75 -1.80 0.72 -0.03
C 0.58 -1.73 0.12 -0.51
Br -0.49 -3.50 0.48 0.64
C 0.82 -1.49 -1.41 -0.41
C 0.31 -0.11 -1.94 -0.05
C -0.89 0.68 -1.38 -0.07
C -2.26 0.04 -1.47 -0.56
F -2.56 -0.34 -2.75 0.11
F -2.41 -1.05 -0.68 0.10
F -3.24 0.92 -1.08 0.09
C 0.23 -2.64 -2.24 -0.11
C 0.54 -2.66 -3.72 -0.45
O 1.64 -2.63 -4.25 0.12
O -0.61 -2.73 -4.49 0.05
O 2.22 -1.44 -1.54 0.02
H 6.53 -2.55 -2.21 0.05
H 7.06 -1.32 -3.36 0.06
H 5.32 -1.70 -3.17 0.07
H 5.37 0.18 -1.77 0.06
H 7.10 0.03 -1.44 0.05
H 3.86 0.14 -0.30 0.05
H 3.83 -0.62 1.28 0.05
H 4.31 -3.66 0.18 0.08
H 2.61 -4.09 0.05 0.08
H 4.73 -3.64 -2.07 0.08
H 3.07 -3.46 -2.55 0.08
H 3.61 -6.02 -1.12 0.11
H 4.52 -5.83 -2.60 0.10
H 2.76 -6.74 -3.61 0.11
H 2.16 -5.10 -3.64 0.10
H 1.15 -5.95 -1.33 0.11
H -1.67 -7.57 -2.70 0.08
H -0.93 -7.08 -1.15 0.07
H -1.86 -5.91 -2.12 0.08
H -0.10 -1.02 0.60 0.08
H 0.17 -0.20 -3.02 0.12
H 1.17 0.55 -1.79 0.13
H -0.74 1.03 -0.36 0.10
H -0.98 1.58 -2.00 0.13
H -0.86 -2.65 -2.15 0.10
H 0.58 -3.59 -1.82 0.06
H -0.79 -3.65 -4.70 0.10
F -0.52 1.47 1.81 0.05
C -1.21 1.99 2.86 -0.28
C -2.56 2.21 2.70 -0.01
C -3.27 2.74 3.78 -0.08
C -2.61 3.02 4.97 -0.10
C -1.25 2.79 5.08 -0.09
C -0.53 2.26 4.02 -0.01
H -3.05 1.98 1.76 0.11
H -4.33 2.91 3.69 0.10
H -3.16 3.42 5.81 0.10
H -0.74 3.01 6.01 0.11
H 0.53 2.05 4.09 0.12
F -3.13 -2.52 6.97 0.04
C -2.38 -3.36 6.22 -0.29
C -2.02 -4.58 6.77 -0.03
C -1.26 -5.44 6.00 -0.09
C -0.88 -5.09 4.71 -0.09
C -1.25 -3.86 4.19 -0.08
C -2.01 -2.98 4.95 -0.01
H -2.33 -4.83 7.77 0.11
H -0.97 -6.40 6.41 0.10
H -0.28 -5.77 4.12 0.10
H -0.95 -3.59 3.18 0.02
H -2.33 -2.02 4.56 0.12
F -0.87 5.55 3.75 0.06
C -0.69 6.47 2.77 -0.27
C -0.80 6.11 1.44 0.00
C -0.59 7.09 0.48 -0.08
C -0.28 8.39 0.86 -0.10
C -0.18 8.72 2.20 -0.09
C -0.39 7.76 3.17 -0.02
H -1.04 5.09 1.18 0.11
H -0.67 6.85 -0.57 0.09
H -0.12 9.15 0.10 0.10
H 0.06 9.73 2.49 0.10
H -0.31 7.99 4.22 0.12
F -2.01 8.61 -3.06 0.05
C -3.00 7.70 -3.08 -0.29
C -2.66 6.36 -3.16 -0.02
C -3.68 5.42 -3.17 -0.08
C -5.01 5.83 -3.11 -0.09
C -5.32 7.18 -3.03 -0.09
C -4.31 8.13 -3.01 -0.02
H -1.62 6.07 -3.21 0.12
H -3.44 4.37 -3.22 0.10
H -5.80 5.09 -3.12 0.10
H -6.35 7.50 -2.98 0.10
H -4.52 9.19 -2.95 0.12
```

Summary:
* net charge: -1
* frontier orbital gap: 6.866 eV
* LUMO level: 0.0731 hartree

=====

DFT (ωB97M-V with the def2-TZVPD basis set) results for a single C4H6N2O molecule in a non-equilibrium geometry.

```
13
Properties=species:S:1:pos:R:3:lowdin_charge:R:1
H 3.08 0.53 -0.08 0.06
N 2.55 -0.36 0.04 0.12
C 1.28 -0.20 -0.01 -0.55
N 0.65 0.98 -0.19 0.06
C -0.74 1.15 0.00 -0.11
C -1.50 0.09 -0.02 -0.09
C -0.93 -1.28 -0.03 -0.15
O 0.50 -1.30 -0.07 0.00
H 1.28 1.75 0.24 0.18
H -1.08 2.15 0.10 0.11
H -2.58 0.09 0.05 0.11
H -1.28 -1.81 0.87 0.13
H -1.25 -1.80 -0.90 0.11
```

Summary:
* frontier orbital gap: 9.381 eV
* LUMO level: 0.0250 hartree
* SMILES string: [H]/N=C1\NC=CCO1
* energy above the lowest of the compared OMol25 structures with the same formula, charge and spin: 1.7226 eV

=====

DFT (ωB97M-V with the def2-TZVPD basis set) results for a gas-phase ion, C2H3Cl2O2S (charge -1) in a non-equilibrium geometry.

```
10
Properties=species:S:1:pos:R:3:lowdin_charge:R:1
C -0.47 -0.08 0.24 -0.68
C 0.36 0.80 -0.57 -0.82
O 2.31 0.24 1.34 -0.54
O 2.10 -1.05 -0.78 -0.58
S 2.29 0.26 -0.11 0.61
Cl -2.30 0.10 0.10 0.42
Cl 0.22 2.57 -0.10 0.42
H -0.15 -1.03 -0.06 0.04
H -0.43 -0.17 1.33 0.07
H 0.40 0.97 -1.67 0.06
```

Summary:
* net charge: -1
* frontier orbital gap: 7.283 eV
* LUMO level: 0.1269 hartree
* energy above the lowest of the compared OMol25 structures with the same formula, charge and spin: 0.0000 eV

=====

DFT (ωB97M-V with the def2-TZVPD basis set) results for a molecular structure, C5H10O in a non-equilibrium geometry.

```
16
Properties=species:S:1:pos:R:3:lowdin_charge:R:1
C 2.13 0.18 0.17 -0.09
C 0.87 -0.20 -0.61 -0.18
C -0.34 -0.22 0.28 -0.56
O -0.36 -1.25 1.23 -0.04
C -1.22 0.93 0.42 -0.08
C -1.80 -0.21 -0.40 -0.08
H 3.01 0.16 -0.48 0.07
H 2.29 -0.53 0.99 0.08
H 2.04 1.18 0.60 0.08
H 0.99 -1.20 -1.04 0.12
H 0.68 0.50 -1.43 0.12
H -1.10 -1.43 0.47 0.11
H -1.69 1.08 1.38 0.12
H -0.94 1.81 -0.14 0.11
H -2.71 -0.63 0.07 0.12
H -1.86 -0.17 -1.48 0.10
```

Summary:
* frontier orbital gap: 10.355 eV
* LUMO level: 0.0399 hartree
* energy above the lowest of the compared OMol25 structures with the same formula, charge and spin: 2.9327 eV

=====

Computed values of total energy (unit: hartree) for the preceding records, in sequence: -3331.72084, -5679.67670, -340.73161, -1547.09882, -271.64484.